# 1
This record from OMol25 describes 2 unconnected molecules or ions with the total composition C4H8N2O2. The level of theory is the ωB97M-V functional and the def2-TZVPD basis.

The molecular weight is 116.12 g/mol. The net charge is 0. The SMILES is CC(=O)C(N)=O.C=N. As for the HOMO energy: -9.174 eV. Its LUMO energy is 0.7 eV.

Structure (XYZ):
```
16
Properties=species:S:1:pos:R:3:lowdin_charge:R:1
C -1.296 -0.125 -1.334 -0.037
C -0.268 -0.717 -0.435 -0.375
O -0.388 -1.710 0.253 0.063
C 1.242 -0.313 -0.901 -0.469
N 2.155 -1.133 -0.349 0.167
O 1.470 0.488 -1.783 0.055
H -2.248 -0.644 -1.238 0.089
H -1.447 0.902 -0.987 0.060
H -0.933 -0.080 -2.357 0.087
H 3.100 -1.163 -0.694 0.115
H 1.838 -1.804 0.335 0.096
C -0.436 0.975 2.105 -0.088
N -1.005 1.441 1.075 0.046
H -0.253 1.536 3.024 0.069
H -0.370 -0.099 2.224 0.056
H -1.162 2.446 1.061 0.066
```

# 2
This record from OMol25 describes 2 unconnected molecules or ions with the total composition C3H12NO. The level of theory is the ωB97M-V functional and the def2-TZVPD basis.

The molecular weight is 78.13 g/mol. The net charge is +1. As for the HOMO energy: -13.977 eV. Its LUMO energy is -3.6 eV.

Structure (XYZ):
```
17
Properties=species:S:1:pos:R:3:lowdin_charge:R:1
C 1.393 0.842 -2.158 -0.112
O 0.741 -0.378 -1.736 -0.160
H 1.158 -1.115 -2.203 0.089
H 1.163 1.074 -3.199 0.086
H 2.483 0.758 -2.093 0.087
H 1.065 1.622 -1.487 0.064
C -0.105 -0.407 1.201 -0.191
C -0.670 0.961 0.893 -0.073
N -1.244 -1.378 1.423 0.191
H 0.477 -0.808 0.384 0.097
H 0.477 -0.376 2.117 0.132
H 0.147 1.677 0.876 0.091
H -1.368 1.314 1.650 0.088
H -1.899 -1.289 0.641 0.175
H -0.926 -2.342 1.512 0.172
H -1.759 -1.146 2.277 0.174
H -1.133 0.993 -0.098 0.090
```

# 3
This record from OMol25 describes a gas-phase ion, C3H7N4O (charge +1). The level of theory is the ωB97M-V functional and the def2-TZVPD basis.

The molecular weight is 115.12 g/mol. The net charge is +1. The SMILES is Nc1cn(O)c(=[NH2+])[nH]1. As for the HOMO energy: -12.589 eV. Its LUMO energy is -2.9 eV.

Structure (XYZ):
```
15
Properties=species:S:1:pos:R:3:lowdin_charge:R:1
N -2.622 0.191 0.155 0.155
C -1.278 0.284 0.036 -0.364
C -0.481 1.367 -0.020 0.148
N 1.013 0.692 -0.065 -0.042
O 2.195 1.329 0.127 0.081
C 0.821 -0.613 0.033 -0.338
N 1.796 -1.518 0.060 0.229
N -0.503 -0.883 0.046 0.189
H -3.167 1.038 0.089 0.125
H -3.085 -0.644 -0.162 0.114
H -0.573 2.423 -0.012 0.106
H 2.435 1.843 -0.664 0.150
H 2.754 -1.200 0.099 0.133
H 1.596 -2.500 0.160 0.134
H -0.901 -1.807 0.118 0.181
```

# 4
This record from OMol25 describes a molecular structure, C36H49BrFIN5ORe. The level of theory is the ωB97M-V functional and the def2-TZVPD basis.

The molecular weight is 979.84 g/mol. The net charge is +3. As for the HOMO energy (spin up / spin down): -16.217 / -16.376 eV. The expectation value of S² is 3.98. As for the spin multiplicity: 4. Its LUMO energy (spin up / spin down) is -10.9 / -10.3 eV.

Structure (XYZ):
```
95
Properties=species:S:1:pos:R:3:lowdin_charge:R:1
Re -0.685 0.458 -0.302 1.523
C 0.585 -1.810 -3.591 -0.061
C 1.761 -0.857 -3.467 -0.351
C 1.450 0.514 -4.103 -0.055
C 2.450 -0.763 -2.068 -0.092
C 3.379 -1.781 -1.757 -0.019
C 4.087 -1.772 -0.568 -0.045
C 3.965 -0.715 0.285 -0.031
C 3.162 0.388 0.004 -0.144
C 3.277 1.572 0.937 -0.397
C 4.538 2.382 0.609 -0.029
C 3.194 1.156 2.412 -0.069
C 2.203 0.227 -1.034 -0.165
N 0.971 1.028 -1.028 -0.095
C 1.148 2.409 -1.509 -0.210
C 2.321 2.912 -2.160 0.009
C 2.429 4.275 -2.514 -0.016
C 1.373 5.139 -2.299 -0.010
C 0.216 4.714 -1.625 0.058
C 0.213 3.358 -1.252 -0.199
F -1.015 3.051 -0.645 -0.078
H 0.566 -2.237 -4.604 0.113
H -0.351 -1.311 -3.450 0.045
H 0.660 -2.593 -2.820 0.061
H 2.538 -1.318 -4.091 0.139
H 0.671 1.050 -3.563 0.049
H 1.038 0.319 -5.152 0.123
H 2.349 1.138 -4.275 0.091
H 3.533 -2.543 -2.521 0.132
H 4.770 -2.611 -0.333 0.139
H 4.566 -0.694 1.192 0.126
H 2.419 2.252 0.730 0.112
H 5.446 1.741 0.547 0.104
H 4.656 3.145 1.441 0.113
H 4.388 2.920 -0.366 0.080
H 4.014 0.487 2.745 0.096
H 2.256 0.525 2.532 0.053
H 3.137 2.038 3.020 0.070
H 3.087 2.216 -2.476 0.123
H 3.420 4.640 -2.835 0.145
H 1.433 6.145 -2.736 0.143
H -0.651 5.320 -1.356 0.144
C -3.613 -0.630 -0.871 -0.144
C -5.039 -0.458 -1.395 -0.107
N -5.304 0.956 -1.851 -0.131
C -5.007 1.849 -0.732 -0.131
C -3.583 1.651 -0.220 -0.162
N -2.826 0.640 -1.030 -0.295
C -2.883 1.035 -2.440 -0.147
C -4.350 1.247 -2.908 -0.134
H -3.038 -1.485 -1.333 0.109
H -3.579 -0.824 0.224 0.126
H -5.785 -0.606 -0.576 0.142
H -5.351 -1.118 -2.222 0.139
H -5.803 1.732 0.033 0.148
H -5.119 2.861 -1.191 0.144
H -3.509 1.276 0.770 0.071
H -2.980 2.552 -0.322 0.098
H -2.406 0.260 -2.993 0.101
H -2.234 1.911 -2.615 0.123
H -4.660 0.698 -3.818 0.146
H -4.436 2.313 -3.171 0.133
Br -3.129 -0.178 4.183 0.777
C -1.746 0.655 5.182 -0.691
C -1.825 0.768 6.574 -0.081
C -0.744 1.239 7.310 -0.021
C 0.416 1.589 6.649 -0.052
C 0.532 1.548 5.266 -0.122
C -0.596 1.191 4.530 -0.534
I -0.713 1.748 2.371 1.054
H -2.733 0.429 7.035 0.115
H -0.789 1.226 8.400 0.138
H 1.323 1.858 7.187 0.131
H 1.444 1.965 4.813 0.107
C -0.187 -1.775 2.626 -0.038
N -0.241 -2.876 1.625 -0.054
C -0.100 -4.270 2.058 -0.097
C 0.869 -4.956 1.070 -0.109
C 0.261 -4.931 -0.330 -0.142
N -0.500 -3.708 -0.561 -0.054
C -1.337 -3.785 -1.802 -0.001
C -0.469 -2.640 0.307 -0.357
O -0.825 -1.476 -0.092 -0.201
H 0.667 -1.104 2.410 0.062
H 0.097 -2.244 3.562 0.104
H -1.163 -1.288 2.639 -0.003
H -1.120 -4.695 2.047 0.149
H 0.177 -4.236 3.131 0.139
H 1.064 -5.994 1.354 0.134
H 1.813 -4.364 1.032 0.131
H -0.417 -5.781 -0.430 0.142
H 1.047 -4.975 -1.089 0.138
H -0.746 -4.350 -2.555 0.113
H -1.501 -2.722 -2.178 0.071
H -2.297 -4.243 -1.617 0.100
```

# 5
This record from OMol25 describes a molecular structure, C16H44CuN4O8S. The level of theory is the ωB97M-V functional and the def2-TZVPD basis.

The molecular weight is 516.16 g/mol. The net charge is -1. As for the HOMO energy: -4.195 eV. Its LUMO energy is 2.5 eV.

Structure (XYZ):
```
74
Properties=species:S:1:pos:R:3:lowdin_charge:R:1
Cu -2.345 -19.747 11.914 0.283
S -4.539 -18.549 10.715 0.293
O -3.691 -19.583 10.018 -0.402
O -5.179 -17.635 9.773 -0.380
O -5.551 -19.227 11.577 -0.405
O -3.559 -17.819 11.605 -0.437
C 0.229 -24.378 12.783 -0.058
C -1.256 -24.702 12.799 -0.443
C -1.897 -24.315 11.496 -0.212
O -1.959 -22.901 11.448 -0.212
C -2.359 -22.422 10.192 -0.106
N -1.461 -26.145 13.043 0.034
H 0.701 -24.930 11.961 0.083
H 0.746 -24.591 13.714 0.073
H 0.330 -23.329 12.484 0.054
H -1.694 -24.065 13.582 0.109
H -2.943 -24.684 11.493 0.132
H -1.402 -24.727 10.607 0.130
H -3.394 -22.714 9.952 0.103
H -1.720 -22.756 9.361 0.093
H -2.374 -21.334 10.223 0.045
H -1.277 -26.323 14.029 0.066
H -2.457 -26.350 12.963 0.065
C -2.663 -15.227 14.607 -0.041
C -2.289 -16.597 15.193 -0.431
C -3.368 -17.189 16.053 -0.248
O -2.852 -18.291 16.738 -0.184
C -3.820 -18.920 17.534 -0.125
N -1.851 -17.466 14.106 0.058
H -2.752 -15.280 13.528 0.078
H -1.950 -14.467 14.925 0.066
H -3.622 -14.884 15.017 0.070
H -1.410 -16.500 15.846 0.131
H -4.226 -17.494 15.423 0.134
H -3.790 -16.424 16.731 0.125
H -4.124 -18.279 18.377 0.086
H -3.378 -19.828 17.942 0.085
H -4.723 -19.172 16.965 0.077
H -2.618 -17.526 13.415 0.039
H -1.782 -18.442 14.373 0.037
C 2.205 -19.931 12.786 -0.050
C 0.760 -19.689 12.357 -0.419
C 0.519 -19.816 10.886 -0.201
O -0.685 -19.200 10.500 -0.220
C -0.695 -17.770 10.393 -0.055
N -0.272 -20.486 13.040 0.076
H 2.365 -21.000 13.002 0.073
H 2.462 -19.425 13.717 0.073
H 2.907 -19.659 11.999 0.071
H 0.546 -18.653 12.637 0.125
H 0.346 -20.872 10.641 0.133
H 1.375 -19.471 10.288 0.128
H -0.007 -17.460 9.599 0.089
H -0.397 -17.299 11.335 0.082
H -1.726 -17.491 10.195 0.081
H -0.404 -20.114 13.976 0.078
H 0.079 -21.430 13.214 0.062
C -2.930 -22.026 14.627 -0.052
C -4.116 -21.520 13.796 -0.386
C -5.423 -21.744 14.538 -0.196
O -5.586 -23.127 14.828 -0.191
C -6.596 -23.366 15.775 -0.128
N -3.947 -20.087 13.500 0.051
H -2.647 -21.280 15.382 0.075
H -2.055 -22.161 13.990 0.032
H -3.133 -22.967 15.145 0.073
H -4.145 -22.080 12.859 0.143
H -6.222 -21.412 13.859 0.141
H -5.419 -21.154 15.464 0.112
H -6.495 -22.704 16.648 0.082
H -6.497 -24.392 16.126 0.080
H -7.590 -23.206 15.336 0.087
H -4.313 -19.564 14.296 0.075
H -4.638 -19.809 12.744 0.015
```

# 6
This record from OMol25 describes 3 unconnected molecules or ions with the total composition C5H10OS. The level of theory is the ωB97M-V functional and the def2-TZVPD basis.

The molecular weight is 118.20 g/mol. The net charge is 0. As for the HOMO energy: -7.425 eV. Its LUMO energy is -3.2 eV.

Structure (XYZ):
```
17
Properties=species:S:1:pos:R:3:lowdin_charge:R:1
O -2.573 -1.108 -1.231 0.152
C -1.552 -1.218 -1.708 0.021
C -0.575 1.627 -0.502 -0.109
C -0.467 1.393 0.997 -0.267
C -1.391 0.666 1.650 -0.026
S 2.325 0.024 0.209 0.477
C 1.415 -1.461 -0.191 -0.640
H -0.678 -1.793 -1.179 0.096
H -0.878 0.684 -0.912 -0.001
H 0.389 1.938 -0.869 0.046
H -1.352 2.367 -0.617 0.081
H 0.165 1.975 1.658 0.084
H -1.510 0.697 2.725 0.044
H -1.666 -0.334 1.326 0.042
H 1.895 -1.867 -1.082 0.016
H 1.529 -2.259 0.549 0.030
H 0.349 -1.232 -0.361 -0.048
```

# 7
This record from OMol25 describes 2 unconnected molecules or ions with the total composition CH6N2S2. The level of theory is the ωB97M-V functional and the def2-TZVPD basis.

The molecular weight is 110.21 g/mol. The net charge is 0. The SMILES is [H]/N=C/N.SS. As for the HOMO energy: -9.202 eV. Its LUMO energy is 0.0 eV.

Structure (XYZ):
```
11
Properties=species:S:1:pos:R:3:lowdin_charge:R:1
H 1.893 -1.787 1.367 0.082
N 1.013 -1.988 1.961 0.042
C 0.518 -0.842 2.123 -0.399
N -0.876 -0.624 2.084 0.025
H 1.174 0.039 2.177 0.105
H -1.407 -1.479 2.334 0.097
H -1.330 -0.127 1.325 0.023
S -1.068 0.412 -1.623 0.223
S 0.852 1.165 -1.347 0.246
H -1.239 -0.297 -0.420 -0.201
H 0.303 1.752 -0.311 -0.243
```